Computed, not measured: 10 unconnected molecules or ions with the total composition C57H132F24N3O3P7 at a distorted geometry, with ωB97M-V/def2-TZVPD.

LUMO energy   -4.977 eV
Spin multiplicity   1
DFT total energy   -7427.4567 a.u.
Charge   +2
Gap between HOMO and LUMO   0.26271 Eh

```
226
Properties=species:S:1:pos:R:3:forces:R:3:mulliken_charge:R:1
C 18.823 3.041 -5.533 0.085 -0.285 0.621 -1.37
C 17.826 3.396 -4.412 0.372 0.298 -1.429 -0.37
C 16.885 2.280 -4.041 -0.179 -0.745 -0.181 0.95
C 15.980 1.857 -5.247 0.030 0.439 0.942 -1.59
P 14.638 0.723 -4.843 0.504 -1.096 1.607 1.03
C 14.049 0.082 -6.439 -1.602 1.444 1.171 -1.33
C 12.505 -0.240 -6.364 0.513 -1.092 -2.425 0.29
C 12.034 -0.773 -7.772 -0.342 0.311 1.228 -0.47
C 10.521 -0.737 -7.859 -0.096 -1.134 -0.476 -1.36
C 13.276 1.570 -3.927 0.995 -0.465 -0.478 -0.98
C 12.867 2.909 -4.536 -1.376 -0.479 0.034 -0.83
C 11.326 3.158 -4.338 1.166 0.311 0.342 0.26
C 10.938 3.217 -2.874 -1.251 0.097 1.204 -0.69
C 15.147 -0.652 -3.708 -0.153 0.367 -0.722 -0.92
C 14.519 -2.036 -4.056 -0.158 0.280 -0.475 -0.35
C 14.847 -3.061 -3.033 1.815 -0.327 0.884 -0.35
C 14.400 -4.495 -3.221 -0.288 1.024 -0.222 -1.56
H 18.283 2.765 -6.439 0.270 0.080 -0.135 0.30
H 19.456 2.210 -5.224 -0.158 -0.306 -0.025 0.33
H 19.550 3.827 -5.739 -0.384 0.277 -0.136 0.42
H 17.143 4.132 -4.837 0.181 0.780 0.186 0.03
H 18.370 3.820 -3.568 -0.300 -0.133 0.178 0.38
H 16.299 2.647 -3.198 -0.310 -0.366 0.011 -0.97
H 17.430 1.400 -3.701 0.027 -0.039 0.194 0.48
H 16.534 1.490 -6.111 0.106 -0.271 0.164 0.68
H 15.412 2.710 -5.618 0.082 0.423 -0.122 0.67
H 14.718 -0.662 -6.872 -0.296 -0.271 0.261 0.64
H 14.188 0.993 -7.021 -0.177 -0.037 -0.591 0.81
H 11.797 0.574 -6.203 0.763 0.575 0.530 -0.23
H 12.277 -1.035 -5.654 0.144 0.130 0.162 0.02
H 12.313 -1.825 -7.834 0.411 0.130 -0.454 0.33
H 12.417 -0.176 -8.600 0.495 -0.142 0.128 0.36
H 10.050 0.244 -7.782 0.117 -0.034 0.137 0.35
H 10.118 -1.461 -7.152 -0.293 0.358 0.417 0.30
H 10.253 -1.194 -8.812 -0.225 0.337 -0.213 0.42
H 13.533 1.649 -2.870 0.421 0.022 -0.016 0.76
H 12.550 0.757 -3.952 -0.637 0.296 -0.129 0.63
H 13.141 2.918 -5.591 -0.287 0.128 -0.231 1.05
H 13.450 3.703 -4.068 -0.043 0.087 0.115 -0.35
H 10.719 2.372 -4.789 0.262 -0.140 -0.253 0.38
H 11.045 4.087 -4.834 -0.004 0.055 -0.026 -0.66
H 11.091 2.314 -2.283 0.460 -0.315 -0.331 -0.20
H 9.867 3.369 -2.742 -0.394 -0.146 -0.539 0.64
H 11.261 4.025 -2.218 0.950 0.300 -0.487 0.15
H 15.048 -0.324 -2.674 -0.724 0.017 0.165 -0.07
H 16.237 -0.636 -3.743 0.234 -0.616 -0.455 0.90
H 14.892 -2.377 -5.022 0.190 0.081 -0.161 0.29
H 13.437 -2.089 -4.173 -0.329 0.857 -0.001 0.13
H 14.502 -2.760 -2.044 0.206 0.365 -0.008 -0.04
H 15.936 -3.095 -3.017 0.233 0.118 0.593 0.57
H 14.929 -4.973 -4.045 -0.180 -0.195 0.135 0.42
H 13.335 -4.410 -3.434 -0.270 -0.828 0.013 0.29
H 14.607 -4.958 -2.256 -0.249 -0.556 -0.355 0.38
C 4.771 5.634 7.372 0.483 0.532 0.170 -1.31
C 6.236 5.387 7.005 0.162 -0.914 -0.780 -0.44
C 6.478 5.640 5.504 0.819 0.613 0.273 -0.91
C 7.998 5.637 5.079 -2.146 -0.252 -0.700 -0.75
P 8.092 6.222 3.350 -0.949 1.106 0.694 0.34
C 7.526 4.949 2.149 -0.261 -0.335 -0.629 -1.31
C 8.248 3.566 2.209 -1.254 0.010 1.499 0.14
C 7.509 2.506 1.398 0.498 -0.237 -0.368 -0.96
C 7.876 2.640 -0.067 -1.207 -0.446 0.032 -1.03
C 7.208 7.845 3.042 0.137 0.122 0.505 -1.08
C 7.236 8.201 1.575 0.469 -1.171 -0.723 -0.50
C 7.127 9.660 1.238 -1.798 0.369 0.366 -0.57
C 6.791 9.932 -0.227 1.564 0.481 -0.079 -1.30
C 9.780 6.539 3.028 1.828 -0.463 -0.799 -0.24
C 10.539 7.658 3.750 -0.444 0.570 -0.003 -1.03
C 11.973 8.010 3.270 -0.886 -0.885 3.191 -0.78
C 12.089 8.450 1.897 1.261 0.651 -1.987 -0.94
H 4.591 5.516 8.440 0.055 -0.045 -0.043 0.39
H 4.054 5.008 6.840 0.219 -0.150 -0.106 0.32
H 4.556 6.671 7.116 -0.288 0.101 0.079 0.34
H 6.529 4.357 7.211 -0.072 -0.150 0.121 0.38
H 6.953 5.980 7.574 -0.286 0.294 0.146 0.41
H 6.112 6.644 5.291 -0.233 0.126 -0.018 0.24
H 5.896 4.963 4.880 -0.010 -0.208 0.018 0.33
H 8.379 4.617 5.036 0.430 0.092 0.420 0.43
H 8.571 6.273 5.753 0.306 -0.146 -0.224 0.80
H 7.404 5.328 1.134 1.311 0.637 -0.276 0.80
H 6.449 4.789 2.188 -0.275 -0.292 1.349 0.79
H 8.133 3.246 3.245 0.304 0.011 0.247 0.35
H 9.322 3.558 2.025 -0.064 0.349 -0.304 -0.37
H 6.427 2.519 1.533 -0.108 0.568 0.003 0.52
H 7.731 1.492 1.730 0.554 0.028 0.303 0.35
H 8.946 2.502 -0.224 -0.009 0.337 -0.152 0.02
H 7.458 3.585 -0.416 0.608 0.171 -0.370 0.49
H 7.318 1.879 -0.611 0.153 -0.126 -0.358 0.48
H 7.749 8.669 3.508 0.521 -0.416 0.634 0.55
H 6.213 7.954 3.475 -0.101 -0.551 -0.077 0.73
H 6.463 7.615 1.077 -0.160 0.152 -0.297 0.42
H 8.180 7.820 1.187 0.208 -0.014 -0.364 0.26
H 7.902 10.252 1.725 0.330 0.015 -0.488 0.46
H 6.203 10.009 1.698 -0.074 0.083 0.645 0.33
H 7.659 9.861 -0.882 0.154 -0.686 -0.141 0.27
H 6.569 10.991 -0.365 -0.770 -0.128 0.135 0.40
H 6.009 9.242 -0.544 -0.072 0.387 -0.182 0.35
H 9.907 6.594 1.947 -0.012 0.155 -0.197 0.64
H 10.257 5.595 3.290 0.233 -0.250 0.137 -0.25
H 10.504 7.454 4.820 0.347 -0.051 0.019 0.34
H 9.995 8.593 3.609 -0.313 0.162 0.026 0.49
H 12.697 7.255 3.575 -0.206 -0.574 -0.493 0.14
H 12.273 8.801 3.958 -0.061 0.398 -0.100 0.54
H 13.158 8.554 1.710 0.261 -0.172 -0.355 0.38
H 11.743 9.461 1.682 -0.668 -0.070 0.147 0.44
H 11.707 7.742 1.162 -0.155 -0.001 -0.094 0.15
C 9.869 6.795 -6.416 -0.830 0.602 0.004 -1.06
C 11.236 7.097 -7.025 0.245 0.096 0.281 -0.80
C 12.375 6.863 -6.026 1.053 -0.382 -0.079 -0.28
C 12.389 7.706 -4.745 -2.148 -0.363 -0.956 -1.47
P 13.900 8.291 -4.072 0.504 0.118 0.359 0.92
C 13.319 9.408 -2.792 1.877 1.210 0.503 -1.10
C 14.470 9.845 -1.760 -1.294 0.012 0.251 -0.51
C 13.959 10.829 -0.636 1.764 -1.668 0.435 -0.06
C 15.187 11.256 0.277 -1.730 1.467 -1.198 -1.37
C 14.717 6.860 -3.288 -0.605 1.150 -0.658 -1.11
C 13.952 6.118 -2.176 0.428 -0.657 -0.305 0.06
C 14.818 5.020 -1.558 0.935 0.423 0.828 1.21
C 15.999 5.509 -0.709 -0.450 -0.433 0.523 -0.94
C 15.043 9.060 -5.351 -0.416 0.298 1.011 -1.20
C 14.377 9.778 -6.537 0.099 0.594 -1.102 -0.45
C 15.339 10.016 -7.773 -1.704 -0.393 0.257 -0.67
C 16.634 10.722 -7.507 0.178 -0.828 0.074 -1.18
H 9.084 6.651 -7.159 0.253 -0.101 -0.314 0.40
H 9.432 7.581 -5.800 0.397 0.230 0.237 0.31
H 9.856 5.895 -5.802 0.318 -0.140 -0.029 0.14
H 11.423 8.091 -7.430 -0.825 0.392 0.137 0.27
H 11.314 6.477 -7.918 0.539 -0.345 0.205 0.43
H 13.342 7.173 -6.423 0.031 -0.790 -1.052 0.57
H 12.381 5.801 -5.779 0.399 -0.082 0.092 -0.18
H 11.912 7.157 -3.933 -0.178 0.217 0.233 0.63
H 11.757 8.560 -4.991 -0.062 0.395 0.460 0.76
H 12.407 9.009 -2.349 0.192 -0.100 0.229 0.56
H 13.046 10.305 -3.347 -0.279 0.204 0.017 0.75
H 15.353 10.230 -2.271 -0.242 0.450 -0.389 0.41
H 14.885 8.977 -1.248 -0.294 -0.301 0.123 0.04
H 13.326 10.218 0.009 -0.446 0.179 -0.141 -0.26
H 13.391 11.678 -1.015 0.244 0.008 -0.041 0.51
H 15.833 11.852 -0.368 0.725 -0.546 0.062 0.38
H 15.668 10.495 0.891 -0.044 -0.080 -0.473 0.33
H 14.806 12.048 0.920 -0.066 -0.256 0.493 0.44
H 15.629 7.352 -2.953 0.364 -0.540 0.370 0.59
H 14.946 6.277 -4.180 0.277 -0.619 0.238 0.33
H 13.090 5.524 -2.481 -0.302 0.549 -0.889 -0.31
H 13.555 6.785 -1.411 0.325 0.230 0.107 0.63
H 15.206 4.311 -2.289 -0.378 -0.034 -0.299 -0.41
H 14.163 4.494 -0.863 0.019 -0.405 -0.112 -0.63
H 16.535 4.668 -0.270 -0.123 -0.161 -0.216 -0.38
H 15.550 6.006 0.152 0.383 0.570 0.025 0.30
H 16.761 6.113 -1.201 -0.290 0.280 -0.157 0.44
H 15.767 8.272 -5.559 -0.200 -0.235 -0.665 0.71
H 15.671 9.807 -4.864 -0.072 -0.014 0.536 0.80
H 14.014 10.781 -6.311 0.329 0.140 0.880 0.43
H 13.425 9.321 -6.807 0.273 -0.534 -0.488 0.05
H 14.856 10.652 -8.515 -0.727 -0.239 0.103 0.41
H 15.485 9.055 -8.268 0.307 -0.069 -0.003 0.34
H 17.200 10.069 -6.843 0.620 0.498 0.082 0.31
H 16.510 11.732 -7.118 0.042 -0.127 0.129 0.30
H 17.104 10.766 -8.489 0.490 0.199 0.282 0.40
C 12.005 2.351 0.776 1.231 0.568 0.376 0.05
C 12.476 3.413 1.768 -1.594 -1.116 1.044 -1.12
O 11.924 4.461 1.848 0.609 0.602 0.051 -0.08
N 13.560 3.059 2.792 0.954 2.519 -1.925 2.03
H 13.319 2.485 3.588 -0.669 -0.774 0.790 0.32
H 14.309 2.614 2.280 0.042 -1.410 -0.220 -0.43
C 14.370 4.292 3.228 -0.082 -0.385 0.378 0.64
H 12.898 1.809 0.468 -0.338 -0.573 -0.194 -0.01
H 11.536 2.869 -0.061 0.198 0.107 0.045 0.00
H 11.250 1.700 1.219 0.424 -0.168 0.362 0.63
H 15.335 3.863 3.496 -0.208 0.279 0.372 -0.74
H 13.896 4.796 4.070 0.023 -0.190 -0.101 0.01
H 14.536 4.953 2.378 -0.375 -0.107 -0.067 0.15
C 19.648 4.878 0.471 -1.939 -0.378 0.405 -1.00
C 18.698 4.629 1.655 -1.837 1.938 0.712 0.68
O 17.822 5.425 2.024 2.960 -3.183 -0.995 -0.50
N 18.927 3.343 2.462 -0.020 2.728 0.508 0.45
H 18.123 3.171 3.049 -1.412 -0.713 -0.198 -0.31
H 19.160 2.521 1.925 0.016 -0.434 -0.334 0.45
C 19.896 3.662 3.619 -0.320 -1.077 -0.956 -0.83
H 19.671 3.988 -0.158 0.646 -0.241 0.314 0.26
H 20.603 5.298 0.785 -0.058 -0.217 -0.139 0.43
H 19.049 5.564 -0.128 0.486 0.482 0.074 0.23
H 20.869 3.888 3.183 -0.073 0.109 0.422 0.37
H 19.845 2.701 4.130 0.560 0.326 0.632 0.39
H 19.402 4.445 4.194 0.373 -0.055 0.014 0.38
C 12.092 -2.675 -0.654 -0.795 1.107 0.259 -1.26
C 11.106 -1.489 -0.736 3.376 2.729 0.253 0.38
O 11.431 -0.290 -0.718 -2.785 -4.883 -0.337 -0.31
N 9.610 -1.998 -0.935 0.807 2.871 1.061 -0.03
H 9.437 -1.768 -1.903 -0.353 -0.326 -0.498 0.38
H 9.610 -2.997 -0.783 -0.278 -0.353 0.174 0.40
C 8.603 -1.166 -0.066 1.020 -0.613 -0.569 -0.78
H 12.132 -3.202 -1.608 -0.234 -0.117 -0.086 0.57
H 11.772 -3.343 0.146 -0.024 -0.138 0.039 0.58
H 13.089 -2.311 -0.407 -0.223 0.242 0.127 -0.04
H 7.648 -1.676 -0.192 0.065 0.301 0.425 0.42
H 8.608 -0.140 -0.433 -0.096 -0.264 -0.385 0.27
H 9.021 -1.100 0.939 -0.318 -0.554 0.095 0.36
P 11.833 4.044 6.515 0.629 0.439 1.903 1.44
F 13.459 4.372 6.603 -1.455 0.117 -0.701 -0.41
F 12.131 2.756 5.606 -0.422 -0.431 0.535 -0.27
F 11.987 3.287 7.960 -0.917 -0.180 -1.858 -0.34
F 10.170 3.932 6.378 0.075 -2.161 0.230 -0.36
F 11.440 5.373 7.294 0.892 1.454 0.749 -0.40
F 11.669 4.868 5.131 0.923 1.062 -1.645 -0.63
P 13.225 -1.115 3.236 1.123 0.742 3.145 1.39
F 14.595 -0.350 3.627 -0.353 -0.445 -0.708 -0.40
F 14.037 -2.554 3.270 -1.103 1.190 -0.302 -0.43
F 12.776 -1.146 4.781 0.573 -0.908 -0.200 -0.38
F 11.842 -1.846 2.877 -0.909 -0.546 -0.584 -0.44
F 12.489 0.387 3.227 -0.578 0.513 -0.718 -0.45
F 13.440 -0.896 1.679 0.637 -0.346 -1.452 -0.39
P 16.636 2.125 5.551 -0.151 -3.562 3.910 1.38
F 16.247 2.477 7.055 -0.989 2.250 0.028 -0.36
F 18.174 2.044 6.069 1.117 0.939 -1.173 -0.39
F 16.526 0.608 6.164 -0.097 -0.822 -2.104 -0.38
F 17.127 1.609 4.063 -0.128 1.014 0.069 -0.44
F 15.073 1.995 5.065 1.034 1.287 -0.341 -0.45
F 16.833 3.709 5.189 -0.365 -0.587 -0.997 -0.42
P 16.509 1.349 0.132 2.821 -3.376 -0.148 1.80
F 17.651 0.852 1.251 -1.138 1.377 -0.804 -0.41
F 17.381 0.324 -0.936 -1.764 1.202 0.477 -0.44
F 15.539 0.118 0.577 0.810 1.603 -0.622 -0.38
F 15.445 1.766 -1.042 0.162 0.042 0.365 -0.74
F 15.872 2.382 1.203 -0.171 -0.039 -0.441 -0.56
F 17.519 2.565 -0.418 -0.578 -0.295 0.666 -0.30
```
Forces are in eV/Å.